Entry from OMol25: a cluster of 2 separate species, C8H9N3O3 in total in a non-equilibrium geometry (wB97M-V/def2-TZVPD).

Results
* HOMO energy: -8.25 eV
* molar mass: 195.2 g/mol
* energy relative to the best compared isomer or geometry (same formula, charge and spin): 6.725 eV
* electronic energy: -699.90366 Eh
* spin multiplicity: 1
* LUMO level: -2.01 eV

Element x y z (Å)
C1 1.02952 0.64759 -0.08512
C2 0.17978 -0.34766 0.28353
C3 1.95616 -1.42504 -0.57926
C4 1.86115 2.99305 -0.65859
C5 -2.54451 0.93446 1.70426
C6 0.99566 2.17017 -0.14563
C7 -2.15320 0.26307 0.65816
C8 -0.00624 -2.83818 0.22983
N1 2.24235 -0.11646 -0.62910
N2 0.59668 -1.59427 -0.11841
N3 -2.70915 -0.16610 -0.53813
O1 -2.88840 -1.35537 -0.76025
O2 2.54796 -2.35335 -0.98076
O3 -2.76863 0.73227 -1.38828
H1 1.77223 4.10010 -0.59671
H2 2.72478 2.59140 -1.32880
H3 -3.69471 0.96144 1.98670
H4 -1.94491 1.31070 2.42616
H5 0.12789 2.55535 0.50401
H6 0.06237 -3.53524 -0.69056
H7 0.54569 -3.31105 1.12360
H8 -1.02050 -2.70539 0.31459
H9 3.08801 0.48850 -0.73124